1.
DFT (wB97M-V/def2-TZVPD) results for a cluster of 2 separate species, C6H12O in total in a non-equilibrium geometry.

Calculated values
LUMO energy	0.19	eV
structure (SMILES)	C=C(C)C(=C)C.O
relative energy (zero: lowest compared OMol25 entry of this formula, charge and spin)	3.343	eV
2S+1	1
F_max	0.04951	Eh/bohr
calculated total energy	-8461.011	eV
gap between HOMO and LUMO	7.9	eV

Last columns: bonded neighbours and bond lengths (Å).
Geometry (Å):
1 C -1.28 -1.30 0.32  C2 1.512, H7 1.088, H8 1.091, H9 1.087
2 C -0.27 -0.72 -0.65  C1 1.512, C3 1.348, C5 1.460
3 C -0.52 -0.76 -1.97  C2 1.348, H10 1.083, H11 1.078
4 C 1.86 0.42 -0.96  C5 1.384, H12 1.088, H13 1.082
5 C 0.96 -0.18 -0.09  C2 1.460, C4 1.384, C6 1.495
6 C 1.10 -0.07 1.40  C5 1.495, H14 1.098, H15 1.081, H16 1.098
7 H -1.59 -0.51 1.01  C1 1.088
8 H -0.89 -2.13 0.89  C1 1.091
9 H -2.20 -1.62 -0.18  C1 1.087
10 H 0.15 -0.20 -2.61  C3 1.083
11 H -1.18 -1.53 -2.35  C3 1.078
12 H 2.17 -0.26 -1.75  C4 1.088
13 H 2.15 1.46 -1.00  C4 1.082
14 H 0.36 0.55 1.93  C6 1.098
15 H 2.06 0.11 1.86  C6 1.081
16 H 0.82 -1.07 1.76  C6 1.098
17 H -1.24 1.86 0.46  O19 0.963
18 H -1.55 3.25 1.19  O19 0.957
19 O -0.90 2.72 0.74  H17 0.963, H18 0.957

Just the natural (NBO) charges please, in e? Sure, here they are:
1. C -0.643
2. C -0.042
3. C -0.389
4. C -0.386
5. C -0.013
6. C -0.659
7. H 0.207
8. H 0.215
9. H 0.220
10. H 0.205
11. H 0.200
12. H 0.193
13. H 0.215
14. H 0.223
15. H 0.230
16. H 0.222
17. H 0.478
18. H 0.477
19. O -0.952

***

2.
DFT (wB97M-V/def2-TZVPD) results for a cluster of 2 separate species, C2H3Br2Cl3Si in total in a non-equilibrium geometry.

Calculated values
LUMO energy (alpha / beta)	-0.61 / -0.90	eV
relative energy (zero: lowest compared OMol25 entry of this formula, charge and spin)	2.639	eV
2S+1	1
F_max	0.05897	Eh/bohr
calculated total energy	-187653.705	eV
gap between HOMO and LUMO (alpha / beta)	8.4 / 8.1	eV

Last columns: bonded neighbours and bond lengths (Å).
Geometry (Å):
1 C -1.70 0.34 0.52  Br7 1.941, H9 1.049, H10 1.096
2 C 0.27 -0.73 -0.85  Si3 1.896, Br8 1.928, H11 1.065
3 Si 1.53 0.30 0.14  C2 1.896, Cl4 1.990, Cl5 2.039, Cl6 2.044
4 Cl 3.22 -0.08 -0.84  Si3 1.990
5 Cl 1.03 2.27 0.03  Si3 2.039
6 Cl 1.81 -0.08 2.13  Si3 2.044
7 Br -3.09 0.48 -0.82  C1 1.941
8 Br 0.32 -2.63 -0.58  C2 1.928
9 H -1.62 1.19 1.13  C1 1.049
10 H -1.54 -0.70 0.85  C1 1.096
11 H -0.23 -0.36 -1.71  C2 1.065

Just the natural (NBO) charges please, in e? Sure, here they are:
1. C -0.401
2. C -0.721
3. Si 1.390
4. Cl -0.331
5. Cl -0.343
6. Cl -0.330
7. Br 0.033
8. Br 0.089
9. H 0.191
10. H 0.204
11. H 0.218